## A
DFT (wB97M-V/def2-TZVPD) results for 14 unconnected molecules or ions with the total composition C44H124N8O14.

Cartesian coordinates (Å):
O 1.064 -3.458 -0.883
O -3.125 2.687 0.880
O 1.508 6.363 -1.013
O 2.646 0.566 -4.841
O 2.675 -0.693 4.620
O -0.594 1.307 1.443
O -1.951 3.731 -4.297
O -2.958 -0.255 4.847
O 4.749 -4.773 0.496
O -1.621 -3.739 -2.519
O 0.639 4.890 3.284
O -1.483 -6.635 2.596
O 3.846 -0.529 0.941
O -0.440 -0.402 -4.384
N -2.322 6.226 1.309
N 1.245 -1.934 1.594
N 0.158 -0.119 -7.349
N 0.091 -3.829 4.389
N 2.132 3.029 -2.177
N -5.164 -2.709 -2.985
N 0.949 -1.707 6.562
N -1.244 5.094 -1.429
C -0.559 4.788 2.451
C -4.331 1.855 0.646
C 0.292 0.324 1.891
C 1.981 0.242 5.444
C -2.727 -1.613 4.827
C 3.220 -2.718 -2.018
C -3.091 1.748 -3.506
C 3.868 -5.074 1.604
C -3.886 -3.376 -3.329
C -0.754 6.292 -2.071
C 2.444 -3.708 -1.171
C 0.695 -0.431 5.922
C 3.731 0.704 0.308
C -4.165 0.382 1.065
C -0.358 -1.322 -6.657
C -1.256 6.176 2.261
C 0.022 -2.593 -7.480
C 2.858 1.288 -3.573
C 3.881 -0.212 4.107
C -0.310 1.734 0.131
C -1.870 7.236 -2.476
C -0.982 -1.458 0.630
C 3.581 -0.432 -5.021
C -4.051 -2.256 4.693
C 1.528 3.801 2.970
C -1.417 -5.278 3.165
C -1.621 6.828 3.546
C 0.226 7.043 -1.173
C -0.053 -5.107 3.667
C -2.850 -3.089 -2.229
C -0.038 -1.561 -5.119
C 0.404 -0.938 0.953
C -0.096 0.420 6.882
C -0.150 -0.626 -2.995
C 1.977 2.496 -3.519
C 3.870 -3.740 2.480
C -3.452 -3.061 -4.778
C 0.418 -6.323 4.481
C -2.844 -6.989 2.254
C 2.147 3.493 -4.655
C 4.709 1.725 0.777
C -1.612 -5.088 -2.001
C -2.481 2.439 -4.709
C 2.193 6.703 0.165
H -3.242 -3.388 -1.266
H 0.034 0.730 -6.758
H 0.858 -2.245 2.497
H -1.434 -1.182 -6.676
H 3.028 2.706 -1.774
H 3.467 -2.942 1.815
H -4.122 -4.450 -3.263
H 0.712 2.142 0.131
H -0.748 -5.651 -2.390
H -4.004 -3.295 4.861
H -1.304 -5.114 -0.885
H -2.049 -5.141 4.036
H 3.912 0.503 -0.778
H 1.691 6.255 1.045
H -1.688 -4.535 2.393
H -3.998 2.223 -3.179
H -5.129 -0.082 1.099
H 2.045 4.019 -2.237
H -1.511 8.054 -3.141
H -3.032 5.585 1.619
H -2.322 7.650 -1.565
H -3.171 -6.216 1.543
H 2.898 -3.697 -0.204
H 1.329 0.717 2.067
H 4.460 2.663 0.283
H 0.536 -3.543 -1.690
H -1.725 4.554 -2.134
H -1.434 4.109 -5.017
H -2.549 -5.603 -2.144
H 0.974 2.090 -3.722
H 4.541 0.140 4.945
H 1.696 3.643 1.946
H -0.531 0.166 -2.380
H 1.494 -1.594 7.433
H 1.103 -2.835 -7.355
H -5.216 -1.778 -3.311
H -3.564 -6.949 3.107
H -2.318 6.251 4.139
H 2.717 -2.525 -2.963
H -4.230 -3.293 -5.484
H -0.168 7.177 -0.149
H 2.749 1.116 0.442
H 2.878 -5.352 1.215
H 4.317 -0.983 3.496
H 5.707 1.414 0.557
H 0.153 -0.707 5.009
H 1.145 -0.113 -7.592
H -0.355 1.430 6.483
H -2.619 -2.032 -2.236
H -2.139 0.238 4.837
H 2.979 -0.918 1.151
H 4.254 -2.978 -2.062
H 1.454 -6.253 4.859
H 1.644 -2.204 5.954
H 2.559 -4.688 -1.658
H -0.285 -6.472 5.308
H 1.500 4.368 -4.543
H 3.754 -0.847 -4.021
H 3.272 -1.773 -1.535
H 3.905 1.610 -3.525
H 0.339 -7.190 3.856
H 4.517 -0.129 -5.521
H -0.291 -3.991 5.335
H 1.138 -2.755 0.990
H 1.788 1.174 4.862
H 1.011 -1.832 -4.926
H -0.959 -2.332 0.011
H -2.547 -3.614 -5.030
H -0.317 4.456 1.463
H -0.498 -1.593 -2.679
H 4.676 1.784 1.865
H -0.133 -2.446 -8.545
H -0.644 -2.436 -4.716
H -1.632 1.803 -5.048
H 0.640 -5.101 2.775
H 3.658 0.657 3.454
H -5.818 -3.132 -3.576
H 1.075 -3.687 4.551
H -3.391 0.687 -3.707
H -3.647 0.171 2.066
H -0.478 6.860 1.830
H 2.677 0.513 6.284
H -5.226 2.215 1.209
H -4.462 -2.141 3.683
H -1.989 5.803 0.421
H -0.563 -3.521 -7.281
H -1.087 2.452 -0.113
H -0.518 4.494 -1.072
H -0.969 -0.216 7.061
H -3.556 -0.051 0.300
H -0.066 -0.049 2.871
H 3.252 -3.850 3.435
H 4.846 -5.602 0.013
H -2.190 -1.905 5.826
H 2.459 4.085 3.469
H 3.105 4.048 -4.755
H -1.513 -0.722 -0.030
H -1.551 -1.480 1.570
H 1.249 2.848 3.422
H 1.970 2.985 -5.605
H 3.132 -1.190 -5.655
H 4.934 -3.462 2.679
H 4.248 -5.941 2.183
H 0.963 -0.571 -2.772
H -3.225 -2.011 -4.982
H -0.770 6.849 4.196
H 0.490 0.603 7.833
H -3.082 2.566 -5.615
H 0.451 8.010 -1.624
H -0.350 0.914 -0.551
H 2.783 0.575 -2.755
H -1.957 7.834 3.511
H -4.611 1.995 -0.410
H -2.381 1.661 -2.688
H -2.836 -7.979 1.798
H 0.885 -0.656 0.000
H -2.653 2.301 1.623
H -2.624 6.809 -3.155
H -0.103 6.011 -2.957
H 2.275 7.801 0.274
H -4.716 -1.762 5.407
H -1.175 4.054 2.978
H -1.996 -1.964 4.059
H 3.194 6.286 0.040

Computed properties:
Highest occupied orbital energy, eV: -8.555
HOMO-LUMO gap, eV: 9.0
Total charge: 0


## B
DFT (wB97M-V/def2-TZVPD) results for 14 unconnected molecules or ions with the total composition C44H124N8O14.

Cartesian coordinates (Å):
O -1.464 -4.203 -3.394
O -6.530 -1.548 -2.665
O 2.016 -0.210 -4.346
O -3.314 0.023 -4.683
O 5.949 2.097 -3.826
O -4.153 -2.795 1.959
O -0.909 0.345 0.690
O -4.619 5.451 1.750
O 2.494 -3.127 3.796
O -0.485 6.859 -0.242
O 3.813 2.192 6.630
O 3.228 1.806 2.605
O -1.926 -0.807 5.407
O 5.415 -3.403 -3.612
N -4.108 -6.100 3.714
N 3.460 4.228 3.699
N 0.804 3.962 -2.146
N -4.656 1.120 3.732
N 2.209 -1.122 6.116
N 2.979 1.845 -1.647
N -1.640 -5.819 -6.674
N -1.047 -0.505 -2.887
C -5.095 -1.760 -2.713
C 2.727 0.175 5.698
C 0.621 -1.347 -1.318
C 5.019 -2.318 -2.759
C 0.891 1.828 -5.290
C -4.767 -2.953 -1.850
C 3.913 -2.768 -1.835
C 3.038 4.197 2.301
C -0.757 -0.688 -1.443
C -1.028 1.448 1.526
C 3.124 0.545 1.995
C 3.609 5.432 1.576
C -2.051 -4.811 -5.706
C -1.503 4.266 -1.155
C 1.593 0.972 5.064
C 5.032 2.158 5.888
C -1.118 -4.672 -2.123
C -0.947 0.619 -0.674
C -3.126 -0.807 -5.791
C -0.190 4.911 -1.589
C -0.087 7.561 0.924
C 2.018 0.806 -5.359
C -5.715 -5.395 2.078
C 3.198 -3.636 2.655
C -2.973 -2.685 1.255
C -3.974 4.173 1.945
C -3.618 0.774 4.734
C -1.968 -0.350 -6.659
C 4.169 2.445 -2.288
C -0.947 -1.645 4.835
C -4.430 3.300 0.803
C -4.091 1.030 6.160
C -4.158 -3.721 3.037
C 2.285 -3.665 1.439
C 5.051 1.416 -2.968
C 3.329 2.855 1.644
C 4.887 3.434 -1.404
C -4.289 -5.164 2.598
C 7.090 1.385 -4.178
C -3.577 -4.760 -5.622
C -3.031 -0.645 4.560
C 3.275 0.915 6.934
C 0.454 5.843 -0.589
C -1.349 -5.219 -4.417
H 5.875 1.863 6.516
H 4.155 4.138 -1.012
H -1.812 1.172 -1.057
H -0.979 1.226 2.590
H 1.172 2.503 -4.477
H -1.677 -6.168 -3.990
H -2.217 0.598 -7.137
H -0.159 6.889 1.786
H -4.224 3.806 2.942
H -1.007 -0.174 -6.169
H -0.130 1.471 -5.184
H 0.952 7.908 0.880
H -0.213 0.027 -3.163
H -2.681 -0.139 -3.956
H -3.994 -4.109 -6.388
H 1.455 0.693 4.018
H 0.225 3.324 -2.685
H 3.320 6.320 2.132
H 5.040 3.122 5.387
H 0.924 2.478 -6.167
H -1.138 -3.805 -1.462
H 2.057 0.299 -6.325
H -2.715 -0.794 3.518
H -4.863 -1.964 -3.759
H 3.616 -1.956 -1.167
H -5.065 0.260 3.367
H 2.114 0.433 1.561
H 0.702 -2.411 -1.528
H -5.392 1.491 4.327
H 0.595 0.747 5.456
H -0.508 -1.240 3.922
H 3.317 5.578 0.532
H -2.887 4.335 1.911
H 2.054 -1.797 5.376
H -2.736 1.400 4.549
H -6.409 -5.714 2.856
H -5.492 3.339 0.553
H -0.781 -1.362 -3.379
H 3.553 -0.042 5.018
H 1.826 -2.692 1.235
H 1.299 6.362 -1.052
H 7.851 1.499 -3.400
H -1.753 -1.146 -7.379
H -3.694 -3.101 -1.713
H -0.265 -5.197 -4.581
H 4.361 2.788 1.292
H -1.371 -2.656 4.757
H 2.944 1.369 -5.195
H -1.997 3.898 -2.056
H 5.533 2.870 -0.718
H -4.303 -7.031 3.343
H 2.364 -1.015 -4.735
H -1.996 1.951 1.362
H 5.668 4.021 -1.894
H 3.798 3.098 -3.101
H 3.514 -4.658 2.871
H -2.031 -2.589 1.818
H -6.874 -1.709 -3.545
H -4.161 -5.650 -5.380
H -3.982 -0.792 -6.476
H 1.649 2.059 5.108
H -1.845 -5.385 -1.713
H 2.885 -3.907 0.565
H 3.052 -3.135 -2.394
H 2.665 2.699 0.793
H -3.732 -1.473 4.751
H -2.111 -5.721 -7.567
H 4.117 0.394 7.418
H 4.673 -1.562 -3.468
H 1.330 4.521 -2.813
H -5.021 -3.467 3.656
H 1.006 -1.144 -0.308
H -0.340 2.286 1.328
H -0.656 -5.780 -6.924
H -3.084 -6.175 3.775
H -2.985 -1.829 0.577
H -0.121 -1.894 5.502
H 5.850 -1.964 -2.143
H -3.665 -5.281 1.700
H -2.112 5.098 -0.796
H -6.183 -4.517 1.624
H -1.306 -1.543 -1.032
H 4.023 -2.938 2.494
H -0.059 1.221 -0.939
H 5.696 0.948 -2.208
H -4.611 -0.822 -2.448
H -3.782 -4.234 -4.675
H -0.496 5.584 -2.403
H -3.076 -1.890 -5.620
H 1.382 -4.263 1.572
H -4.270 2.089 6.358
H -3.281 0.781 6.849
H 4.970 1.407 5.093
H 2.907 -3.439 4.605
H 1.968 4.445 2.262
H -1.455 3.531 -0.355
H 7.448 1.690 -5.168
H 2.511 1.274 -2.347
H -4.972 0.411 6.337
H 1.449 -0.871 -1.860
H -1.782 -3.763 -5.881
H 6.990 0.317 -4.433
H -4.526 5.928 2.582
H 2.362 2.638 -1.487
H 4.438 0.664 -3.473
H -5.679 -6.126 1.266
H 2.829 -1.657 6.720
H -5.319 -2.943 -0.911
H -5.083 -3.855 -2.385
H -4.301 2.244 1.065
H -3.283 -3.490 3.655
H 2.543 0.978 7.740
H -0.766 8.408 0.970
H 3.441 3.300 4.120
H 3.805 0.294 1.179
H 0.723 5.292 0.321
H -3.950 3.463 -0.162
H 2.771 4.679 4.295
H -0.126 -5.138 -2.076
H 6.330 -3.625 -3.427
H 4.308 -3.577 -1.217
H 4.693 5.330 1.455
H -2.730 -3.508 0.558
H 3.074 -0.195 2.797

Computed properties:
Highest occupied orbital energy, eV: -8.886
HOMO-LUMO gap, eV: 9.0
Total charge: 0


Least stable structure: B


## A
DFT (wB97M-V/def2-TZVPD) results for 3 unconnected molecules or ions with the total composition C5H18NO2.

Cartesian coordinates (Å):
O -0.895 3.064 -2.034
O -2.739 -0.770 -2.550
N -0.795 -0.100 -0.744
C -0.331 -0.291 2.112
C 1.785 -1.553 1.754
C 0.610 -0.546 -0.353
C 0.445 -1.163 1.082
C 1.454 0.689 -0.099
H 1.317 1.486 -0.858
H -0.812 0.566 -1.505
H -1.336 -0.934 -0.989
H 1.124 -1.157 -1.086
H 1.592 -2.183 2.626
H 0.188 -0.137 3.058
H 2.223 -0.655 2.194
H -0.011 -2.151 0.992
H -1.279 3.971 -1.918
H 1.323 1.185 0.850
H 2.494 0.424 -0.297
H -1.185 -0.891 2.437
H -3.300 -1.174 -3.198
H -0.736 0.684 1.824
H -2.582 0.101 -2.891
H -0.002 3.227 -1.644
H -1.043 0.392 0.117
H 2.490 -2.086 1.119

Computed properties:
Highest occupied orbital energy, eV: -15.002
HOMO-LUMO gap, eV: 12.2
Total charge: +1


## B
DFT (wB97M-V/def2-TZVPD) results for 3 unconnected molecules or ions with the total composition C5H18NO2.

Cartesian coordinates (Å):
O 0.722 -0.524 3.438
O -2.441 1.316 -3.028
N -1.082 1.401 -0.009
C 2.291 -0.233 0.157
C -0.213 0.316 0.569
C 0.574 -1.153 -1.477
C -1.041 -0.861 1.018
C 0.894 -0.015 -0.463
H 0.544 -0.766 -2.497
H -3.259 0.862 -3.273
H -0.405 -1.487 1.638
H -2.612 2.175 -3.421
H 1.044 0.834 -1.144
H -0.349 -1.700 -1.360
H -1.423 -1.430 0.182
H 3.050 0.462 -0.201
H 1.032 -1.227 4.015
H -0.581 2.258 0.118
H -1.767 -0.578 1.780
H 0.365 0.639 1.391
H 1.355 -1.910 -1.500
H -1.983 1.423 0.460
H 2.211 -0.126 1.238
H 2.730 -1.206 -0.055
H 1.383 0.178 3.458
H -1.038 1.351 -1.032

Computed properties:
Highest occupied orbital energy, eV: -14.823
HOMO-LUMO gap, eV: 11.7
Total charge: +1


Least stable structure: B


## A
DFT (wB97M-V/def2-TZVPD) results for 2 unconnected molecules or ions with the total composition C2H9N2O.

Cartesian coordinates (Å):
O -1.338 1.276 1.556
N 1.696 -0.942 0.405
N -0.314 0.608 -0.373
C -0.589 1.523 0.616
C -1.397 -0.400 -0.723
H 2.551 -0.534 0.016
H -0.028 2.485 0.566
H -2.303 0.123 -1.009
H -1.564 -1.044 0.139
H 1.872 -1.012 1.407
H -1.000 -1.019 -1.520
H 1.521 -1.872 0.020
H 0.822 -0.228 0.118
H 0.071 1.036 -1.218

Computed properties:
Multiplicity: 2
Highest occupied orbital energy (spin up / spin down), eV: -22.195 / -22.075
HOMO-LUMO gap (spin up / spin down), eV: 11.9 / 7.6
Total charge: +2


## B
DFT (wB97M-V/def2-TZVPD) results for a gas-phase ion, C2H9N2O (charge +2).

Cartesian coordinates (Å):
O 0.325 1.371 -0.640
N 0.519 -0.369 0.777
N -1.620 -0.776 -0.077
C 1.219 0.834 0.333
C -0.167 -1.129 -0.273
H 0.364 2.322 -0.832
H -1.800 -0.801 0.925
H -0.043 -2.207 -0.110
H 0.991 -0.886 1.529
H 1.231 1.590 1.170
H -1.688 0.215 -0.357
H 0.109 -0.833 -1.297
H -2.222 -1.262 -0.741
H 2.206 0.658 -0.122

Computed properties:
Multiplicity: 2
Highest occupied orbital energy (spin up / spin down), eV: -21.358 / -21.134
HOMO-LUMO gap (spin up / spin down), eV: 13.6 / 7.1
Total charge: +2


Least stable structure: A


## A
DFT (wB97M-V/def2-TZVPD) results for a gas-phase ion, C5H4NO (charge +1).

Cartesian coordinates (Å):
O -0.449 2.377 1.811
N -0.768 -0.793 2.294
C -1.687 -0.899 2.989
C 0.183 0.015 0.424
C -1.066 0.771 -0.029
C -0.764 1.771 0.939
C 0.345 -0.714 1.537
H 0.964 0.247 -0.367
H 1.329 -1.119 1.828
H -2.104 0.391 0.061
H -0.924 0.981 -1.128

Computed properties:
Highest occupied orbital energy, eV: -15.533
HOMO-LUMO gap, eV: 9.8
Total charge: +1


## B
DFT (wB97M-V/def2-TZVPD) results for a gas-phase ion, C5H4NO (charge +1).

Cartesian coordinates (Å):
O 1.850 -1.671 0.582
N 0.455 0.932 2.121
C 0.266 -1.006 -1.193
C 1.085 -1.261 -0.132
C -0.089 0.922 1.089
C -0.728 0.916 -0.091
C -0.555 0.089 -1.193
H 0.172 -1.688 -1.951
H 0.221 0.892 3.108
H -1.288 0.209 -2.108
H -1.388 1.665 -0.233

Computed properties:
Highest occupied orbital energy, eV: -13.982
HOMO-LUMO gap, eV: 8.3
Total charge: +1


Least stable structure: A